[1]
5 unconnected molecules or ions with the total composition C31H58NO10S4, computed with the ωB97M-V functional and the def2-TZVPD basis.

Each line ends with the Löwdin charge.
Cartesian coordinates (Å):
H -2.051 3.618 5.256  0.106
H 2.807 -1.725 -6.921  0.112
H 2.247 -0.787 2.783  0.087
H 6.452 -0.665 -7.370  0.116
H -9.327 3.018 4.776  0.115
H -0.183 -1.540 -0.644  0.119
C 2.444 -1.748 -1.592  -0.074
C 2.450 -4.146 -3.712  -0.005
C -0.593 2.926 -3.391  -0.216
H -6.009 1.852 6.273  0.069
H 1.716 -6.613 1.911  0.109
C 5.383 0.548 -5.933  -0.210
H 4.079 -1.820 0.991  0.064
H 4.208 -0.057 -2.368  0.061
H -10.268 1.995 5.853  0.111
H 6.001 0.919 -7.987  0.114
H -0.309 -2.857 -2.198  0.109
C 4.304 -1.207 0.120  -0.011
C 2.214 -5.831 1.360  -0.020
C -1.433 3.046 -5.715  -0.221
O 1.435 -4.664 1.860  -0.090
C 1.454 -4.879 0.490  -0.330
C -0.077 -0.082 1.363  -0.023
H 0.559 -5.263 0.006  0.135
H 2.797 1.025 -1.976  0.081
C -8.129 1.535 5.792  -0.216
H -1.302 -0.397 5.007  0.103
H -0.143 0.734 0.638  0.084
C 1.693 -1.542 2.227  -0.019
H 0.791 -2.934 -4.244  0.103
H -0.461 0.786 -3.740  0.109
H 1.132 1.592 -3.694  0.080
O 4.634 -1.399 -4.292  -0.337
C 5.661 0.088 -7.370  -0.211
H 2.795 -4.541 -1.075  0.125
O -7.023 3.157 8.439  -0.322
H 1.939 -1.167 -2.368  0.127
H 0.827 -1.825 2.827  0.088
H 3.329 -3.569 -4.007  0.041
S -7.330 3.647 7.118  0.660
H 4.966 -1.750 -0.554  0.097
C -1.850 3.159 -4.242  -0.215
C -2.220 2.896 6.053  -0.212
S -2.851 1.391 5.302  0.669
C -9.108 3.536 6.864  -0.223
C 0.616 -3.421 -2.079  -0.136
H -8.086 0.906 4.904  0.116
O -0.394 0.698 -6.382  -0.331
H -8.223 0.883 6.663  0.120
H 3.293 -2.270 -2.025  0.105
H 0.070 3.791 -3.466  0.120
H -0.837 2.780 -2.340  0.114
H 2.555 -5.226 -3.634  0.057
C -9.314 2.510 5.743  -0.218
H 0.071 0.351 2.347  0.070
C 0.539 -2.049 0.003  -0.065
H -1.008 -0.639 1.268  0.085
H 2.314 -2.419 2.078  0.053
H -6.651 2.907 4.985  0.113
S -0.016 1.938 -5.750  0.650
O -2.826 1.545 3.870  -0.318
C -1.486 0.340 5.785  -0.228
C 4.366 -0.531 -7.912  -0.214
C 1.504 -2.795 -0.945  -0.374
C -0.913 2.507 6.755  -0.210
C 3.066 -0.702 -0.638  -0.451
H 3.042 -3.571 0.447  0.105
H -0.219 3.345 6.782  0.114
O -6.861 4.935 6.670  -0.333
H 5.007 1.569 -5.901  0.109
H 4.238 1.046 -0.997  0.080
H 4.467 -2.362 -6.742  0.108
H 4.864 -0.342 0.476  0.083
H -2.962 3.281 6.750  0.105
O 2.910 0.260 -5.065  -0.314
C 0.088 1.696 -3.981  -0.234
H 3.258 -5.564 1.467  0.108
H 0.487 0.838 6.551  0.116
S 4.088 -0.528 -5.308  0.661
C 3.857 -1.461 -6.815  -0.224
H 3.632 0.255 -8.103  0.123
H -9.557 3.207 7.800  0.102
C 3.596 0.393 -1.592  -0.030
N 2.065 -0.052 0.226  -0.131
C 2.338 -3.912 -0.307  -0.075
O 1.138 2.683 -6.185  -0.323
O -4.043 0.968 5.997  -0.333
H 6.259 0.454 -5.296  0.103
H 0.069 1.635 5.033  0.116
H -1.120 2.219 7.787  0.117
C 1.130 -0.961 0.912  -0.449
C -6.880 2.400 5.922  -0.234
H 0.317 -4.449 -1.830  0.112
H -2.303 4.128 -4.037  0.112
H -1.764 -0.156 6.715  0.108
H 4.533 -1.069 -8.844  0.116
O 2.538 0.870 0.974  0.002
C -0.325 1.307 5.998  -0.219
H -2.593 2.393 -4.010  0.115
H -9.489 4.518 6.598  0.100
C 1.294 -3.465 -3.431  -0.152
H -2.222 2.629 -6.335  0.100
H -0.052 -2.707 0.644  0.136
H -1.113 4.005 -6.118  0.102

- LUMO (alpha / beta): 0.520 / 0.470 eV
- HOMO-LUMO gap (alpha / beta): 8.3 / 8.3 eV
- HOMO level (alpha / beta): -7.79 / -7.78 eV
- Multiplicity: 2
- Maximum force: 2.68 eV/Å

=====

[2]
A molecular structure, C27H36N3RbSe3Te, computed with the ωB97M-V functional and the def2-TZVPD basis.

Each line ends with the Löwdin charge.
Cartesian coordinates (Å):
Se 4.746 -0.923 1.619  -0.494
C 1.871 -6.782 -0.195  -0.057
H 0.865 -7.162 -0.032  0.070
C 2.747 -3.116 -0.428  -0.201
C -2.395 -0.187 -0.171  -0.186
C 2.819 4.316 -0.034  -0.551
H 2.885 6.176 -1.177  0.065
H 0.711 -2.882 2.077  0.060
C -0.927 -1.592 -1.673  -0.366
H -5.574 -0.753 0.892  0.101
C -4.096 0.741 2.875  -0.063
H -1.041 0.253 -2.782  0.069
H -0.702 -3.641 -1.014  0.076
H 4.052 5.270 1.481  0.077
N 0.796 2.837 -0.063  0.057
H -4.144 1.599 3.545  0.073
H 2.626 4.439 2.121  0.084
C -1.482 1.929 -0.461  -0.137
C 3.636 3.024 -0.017  -0.061
H -5.882 1.638 0.995  0.068
C -0.782 4.280 -0.854  -0.080
C -3.609 0.021 0.520  -0.144
C 3.359 5.197 -1.172  -0.063
H -2.444 2.245 -0.903  0.130
H -5.301 -2.721 -0.545  0.089
H 0.393 -3.169 -2.312  0.073
H 2.544 -7.314 0.478  0.080
H -4.955 3.039 1.544  0.073
H 0.581 -5.321 1.738  0.109
C 1.939 -5.309 0.074  -0.284
H -4.732 2.409 -0.092  0.069
H 2.446 5.991 1.303  0.075
Se 2.469 -2.195 4.542  -0.525
H -0.044 -0.985 -3.551  0.076
H 3.384 -2.450 -0.998  0.070
H 3.428 2.449 0.885  0.045
H -3.306 0.074 3.215  0.086
C -0.621 -3.068 -1.934  -0.074
C -2.228 -1.363 -0.936  -0.135
H -0.113 -1.181 -1.060  0.110
C -4.486 -2.022 -0.418  -0.100
Te 4.463 -2.867 3.210  0.056
Rb 1.465 0.273 1.326  0.547
C 1.203 -4.721 1.092  -0.041
C -3.280 -2.250 -1.059  -0.050
H -1.813 -1.118 -3.593  0.080
H 3.370 -4.882 -1.472  0.109
H 3.390 2.411 -0.883  0.090
N -1.340 0.698 -0.090  0.043
C -3.802 1.204 1.445  -0.380
C 2.999 5.052 1.302  -0.047
H -5.043 0.208 2.931  0.067
H -1.292 -3.495 -2.680  0.068
H -3.177 -3.133 -1.673  0.099
C -4.633 -0.905 0.380  -0.062
Se 6.214 -1.912 0.173  -0.397
H 0.580 6.008 -0.952  0.081
H -1.734 4.656 -1.196  0.083
C -0.959 -0.809 -2.989  -0.050
H 4.702 3.246 -0.041  0.086
H 3.175 4.724 -2.134  0.087
C 0.405 4.966 -0.734  -0.080
C 2.751 -4.476 -0.684  -0.031
H 2.168 -7.000 -1.219  0.069
N 2.004 -2.549 0.512  -0.038
H -2.872 1.779 1.473  0.120
H 4.434 5.340 -1.057  0.074
C -0.522 2.953 -0.433  -0.343
C -4.913 2.131 0.943  -0.069
C 1.351 4.030 -0.260  -0.313
C 1.270 -3.350 1.275  -0.222

- LUMO: 3.839 eV
- HOMO-LUMO gap: 4.1 eV
- Total charge: -2
- HOMO level: -0.22 eV
- Multiplicity: 1
- Maximum force: 1.02 eV/Å
- ΔE to the lowest compared entry with this formula, charge and spin: 0.864 eV

=====

[3]
A gas-phase ion, C9H18N3 (charge +1), computed with the ωB97M-V functional and the def2-TZVPD basis.

Each line ends with the Löwdin charge.
Cartesian coordinates (Å):
C -2.896 1.407 0.121  -0.052
C 1.659 1.525 0.725  -0.037
H 1.772 1.616 -1.873  0.138
C 0.867 0.979 -1.544  -0.048
H 0.153 1.711 -1.358  0.049
H -3.330 2.397 0.051  0.147
H -3.295 -2.406 -0.181  0.127
H -0.795 1.988 0.677  0.156
H 0.535 0.387 -2.325  0.077
H -0.395 -1.706 1.949  0.062
H 0.956 2.315 0.860  0.062
C -2.360 -1.938 -0.577  0.004
C 1.330 0.402 -0.242  -0.544
C 0.461 -1.187 1.689  -0.009
H 2.478 2.000 0.277  0.078
C 0.225 -0.642 0.279  -0.199
H 2.255 -1.479 -1.063  0.114
H 1.270 -1.779 1.856  0.062
H 1.926 1.172 1.771  0.120
N -2.247 -0.574 -0.229  -0.076
H -2.595 -2.163 -1.641  0.126
H 0.493 -0.322 2.353  0.094
H -1.576 -2.547 -0.275  0.071
H 3.123 -0.823 0.452  0.099
N -3.357 0.266 -0.299  0.183
H 0.226 -1.448 -0.502  0.139
C 2.601 -0.548 -0.496  -0.009
N -1.525 1.314 0.410  0.187
H 3.238 0.053 -1.088  0.062
C -1.197 0.031 0.221  -0.183

- LUMO: -2.759 eV
- Structure (SMILES): C[C@@H](c1[nH]cn[n+]1C)C(C)(C)C
- HOMO-LUMO gap: 11.8 eV
- Total charge: +1
- HOMO level: -14.53 eV
- Multiplicity: 1
- Maximum force: 4.41 eV/Å
- ΔE to the lowest compared entry with this formula, charge and spin: 0.529 eV